No. 1
Density functional theory data (the ωB97M-V functional and the def2-TZVPD basis) for C58H40Br21F3O15 as an isolated structure.

Properties
Total charge   0
HOMO level   -9.620 eV
Orbital gap   0.3114 Ha
Maximum force   7.7 eV Å⁻¹

Last column: Mulliken charge in e.
Positions of all 137 atoms, in Å:
C 0.583 -4.524 8.009  -0.37
C -0.750 -5.273 8.184  0.36
O -0.390 -6.678 7.955  -0.30
C 0.847 -6.750 7.558  0.66
O 1.533 -7.705 7.353  -0.51
O 1.333 -5.484 7.372  -0.34
F -1.574 -4.871 7.192  -0.27
H 1.175 -4.292 8.895  0.25
H 0.621 -3.621 7.400  0.25
H -1.313 -4.999 9.076  0.27
C 6.435 0.514 0.677  -0.45
C 5.950 1.829 0.226  0.32
O 5.251 1.464 -0.932  -0.33
C 5.661 0.359 -1.400  0.71
O 5.330 -0.020 -2.469  -0.56
O 6.434 -0.233 -0.545  -0.33
F 6.950 2.609 -0.080  -0.28
H 5.708 0.089 1.369  0.28
H 7.374 0.532 1.230  0.32
H 5.322 2.273 0.999  0.30
C -3.436 1.145 -9.536  -0.34
C -4.665 2.007 -9.542  0.38
O -5.491 1.388 -10.504  -0.30
C -4.845 0.322 -11.026  0.70
O -5.323 -0.417 -11.927  -0.61
O -3.676 0.270 -10.584  -0.30
F -4.407 3.254 -9.854  -0.29
H -3.388 0.565 -8.614  0.24
H -2.479 1.633 -9.723  0.27
H -5.219 1.998 -8.604  0.24
C 2.408 -5.027 -11.590  -0.29
C 3.120 -6.056 -12.200  -0.75
C 3.644 -7.016 -11.302  -0.29
C 3.603 -6.883 -9.945  0.01
C 2.893 -5.794 -9.384  0.45
C 2.287 -4.826 -10.164  -0.84
C 2.828 -5.692 -7.889  0.67
O 2.066 -4.923 -7.256  -0.66
C 3.658 -6.696 -7.069  0.19
C 3.690 -6.619 -5.677  -0.55
C 4.256 -7.648 -4.936  -0.47
C 4.923 -8.665 -5.482  -0.45
C 4.870 -8.824 -6.886  -0.47
C 4.350 -7.807 -7.692  0.23
C 4.449 -7.854 -9.164  0.62
O 5.103 -8.693 -9.758  -0.63
H 2.033 -4.274 -12.268  0.36
H 3.202 -6.133 -13.274  0.40
H 4.124 -7.881 -11.736  0.44
H 1.616 -4.094 -9.737  0.47
H 3.117 -5.828 -5.218  0.45
H 4.394 -7.528 -3.871  0.34
H 5.364 -9.384 -4.808  0.37
H 5.295 -9.706 -7.342  0.42
C -0.985 5.345 -0.933  -0.61
C -1.770 4.957 -2.031  -0.40
C -2.095 3.574 -2.254  -0.78
C -1.632 2.614 -1.330  0.42
C -0.903 3.008 -0.236  0.34
C -0.586 4.372 -0.058  -0.45
C -0.366 1.957 0.698  0.51
O 0.206 2.356 1.709  -0.69
C -0.411 0.502 0.358  0.57
C 0.331 -0.509 1.096  -0.83
C 0.188 -1.872 0.760  -0.35
C -0.607 -2.304 -0.301  -0.68
C -1.219 -1.303 -1.081  -0.35
C -1.130 0.080 -0.777  0.25
C -1.872 1.166 -1.638  0.30
O -2.537 0.792 -2.582  -0.65
H -0.739 6.373 -0.709  0.41
H -2.084 5.754 -2.688  0.39
H -2.723 3.370 -3.109  0.46
H 0.054 4.691 0.751  0.45
H 0.980 -0.298 1.933  0.46
H 0.583 -2.658 1.385  0.39
H -0.660 -3.360 -0.519  0.41
H -1.755 -1.691 -1.935  0.44
C -3.931 7.303 6.953  -0.46
C -2.692 7.950 6.793  -0.61
C -1.510 7.293 7.212  -0.49
C -1.580 6.051 7.878  0.19
C -2.832 5.452 8.110  0.37
C -3.994 6.074 7.657  -0.47
C -2.863 4.207 8.892  0.62
O -3.914 3.594 9.112  -0.68
C -1.650 3.804 9.624  0.36
C -1.738 2.865 10.620  -0.62
C -0.633 2.593 11.430  -0.36
C 0.611 3.102 11.154  -0.66
C 0.681 4.014 10.102  -0.29
C -0.412 4.405 9.402  0.19
C -0.237 5.471 8.340  0.24
O 0.815 5.986 8.015  -0.63
H -4.859 7.726 6.597  0.39
H -2.518 8.803 6.153  0.36
H -0.521 7.642 6.957  0.45
H -5.005 5.721 7.799  0.43
H -2.676 2.411 10.902  0.46
H -0.737 2.096 12.384  0.37
H 1.428 2.953 11.844  0.39
H 1.568 4.607 9.934  0.42
C -8.538 -4.527 -4.543  -0.30
Br -8.663 -2.675 -3.763  -0.01
Br -9.035 -5.981 -3.267  -0.02
Br -6.760 -4.744 -5.401  -0.02
H -9.166 -4.679 -5.421  0.35
C 7.001 -9.861 3.234  -0.31
Br 8.490 -10.157 1.978  -0.02
Br 5.510 -10.903 2.649  0.01
Br 6.345 -7.959 3.468  -0.02
H 7.337 -10.222 4.206  0.35
C 5.197 12.459 2.976  -0.31
Br 5.309 14.441 2.326  -0.03
Br 4.323 11.176 1.678  -0.01
Br 4.307 12.404 4.761  -0.02
H 6.177 12.056 3.231  0.36
C -4.831 -9.766 4.121  -0.32
Br -2.976 -9.479 3.340  -0.02
Br -5.545 -11.661 3.724  -0.03
Br -6.100 -8.454 3.445  0.00
H -4.703 -9.518 5.174  0.37
C -8.930 6.478 -7.222  -0.29
Br -9.492 5.874 -8.954  0.00
Br -7.310 7.557 -7.305  -0.02
Br -8.771 5.064 -5.886  0.00
H -9.670 7.226 -6.939  0.31
C -6.333 12.996 -2.027  -0.29
Br -6.662 11.092 -1.884  -0.01
Br -6.600 13.775 -3.848  -0.02
Br -4.550 13.170 -1.259  -0.01
H -7.100 13.484 -1.425  0.34
C 7.329 -0.321 8.940  -0.34
Br 6.575 -1.542 10.219  0.01
Br 7.679 1.367 9.904  -0.01
Br 6.036 0.028 7.419  -0.02
H 8.206 -0.763 8.468  0.37

No. 2
Density functional theory data (the ωB97M-V functional and the def2-TZVPD basis) for C58H41BrCl5NO5P2Ru as an isolated structure.

Properties
<S²>   6.040
Total charge   +2
HOMO level (alpha / beta)   -12.437 / -12.461 eV
2S+1   5
Orbital gap (alpha / beta)   0.2541 / 0.1234 Ha
Maximum force   3.7 eV Å⁻¹

Last column: Mulliken spin population.
Positions of all 114 atoms, in Å:
Ru 13.853 11.589 12.771  2.68
C 10.813 7.730 17.590  0.00
C 12.065 7.948 16.711  0.00
C 13.110 6.857 17.049  0.00
C 12.677 9.296 16.991  0.00
C 12.846 9.743 18.307  0.00
C 13.414 10.968 18.593  0.00
C 13.866 11.776 17.560  0.00
C 13.732 11.365 16.227  -0.02
P 14.388 12.474 14.952  0.08
C 16.152 12.564 15.407  0.02
C 16.680 11.683 16.362  0.00
C 18.019 11.768 16.724  0.00
C 18.857 12.695 16.128  0.00
C 18.346 13.547 15.156  0.00
C 17.007 13.475 14.781  0.02
C 13.618 14.042 15.475  0.06
C 14.204 15.293 15.261  0.01
C 13.537 16.450 15.664  0.00
C 12.291 16.376 16.270  0.00
C 11.706 15.137 16.482  0.00
C 12.354 13.975 16.091  0.02
C 13.134 10.128 15.965  -0.02
O 12.993 9.783 14.640  0.00
C 12.157 8.739 14.305  -0.01
C 11.806 8.645 12.956  -0.07
C 11.004 7.579 12.544  -0.01
C 10.567 6.637 13.463  0.00
C 10.918 6.757 14.793  0.00
C 11.707 7.826 15.251  0.00
P 12.459 9.788 11.710  0.20
C 11.035 10.040 10.608  0.05
C 9.745 10.107 11.134  0.02
C 8.652 10.326 10.293  0.00
C 8.840 10.473 8.928  0.01
C 10.120 10.411 8.400  0.00
C 11.211 10.208 9.233  0.01
C 13.518 8.543 10.900  0.00
C 14.639 8.162 11.637  0.03
C 15.511 7.189 11.163  0.00
C 15.263 6.560 9.950  0.01
C 14.129 6.902 9.229  0.00
C 13.244 7.877 9.697  0.01
H 11.062 7.759 18.666  0.00
H 10.340 6.751 17.377  0.00
H 10.057 8.514 17.392  0.00
H 13.405 6.907 18.117  0.00
H 14.014 6.991 16.425  0.00
H 12.702 5.844 16.841  0.00
H 12.506 9.097 19.122  0.00
H 13.508 11.293 19.628  0.00
H 14.324 12.740 17.777  0.00
H 16.059 10.916 16.834  0.00
H 18.398 11.094 17.494  0.00
H 19.905 12.752 16.415  0.00
H 18.991 14.280 14.672  0.00
H 16.621 14.100 13.976  0.01
H 15.183 15.374 14.785  0.00
H 14.001 17.416 15.484  0.00
H 11.782 17.285 16.590  0.00
H 10.725 15.057 16.962  0.00
H 11.869 13.012 16.270  0.00
H 10.732 7.495 11.490  0.00
H 9.952 5.804 13.129  0.00
H 10.587 6.004 15.517  0.00
H 9.585 9.977 12.207  0.00
H 7.650 10.378 10.727  0.00
H 7.977 10.635 8.278  0.00
H 10.285 10.523 7.327  0.00
H 12.218 10.182 8.807  0.00
H 14.836 8.635 12.601  0.00
H 16.381 6.918 11.764  0.00
H 15.940 5.785 9.572  0.00
H 13.904 6.393 8.290  0.00
H 12.331 8.087 9.128  0.00
Cl 10.741 11.545 14.003  0.00
C 11.252 13.060 13.398  -0.05
C 12.524 13.138 12.838  -0.01
C 12.958 14.415 12.456  -0.06
Cl 14.533 14.553 11.810  0.01
C 12.153 15.549 12.578  -0.01
Cl 12.722 17.086 12.096  0.00
C 10.859 15.428 13.117  0.01
Cl 9.863 16.792 13.276  0.00
C 10.413 14.168 13.541  0.00
Cl 8.866 14.006 14.254  0.00
Br 11.626 13.367 9.801  0.00
C 13.256 12.550 9.292  0.03
C 13.684 12.754 7.963  0.01
C 14.822 12.077 7.542  0.00
C 15.472 11.229 8.436  0.00
C 14.984 11.113 9.715  -0.03
N 13.896 11.777 10.156  -0.07
H 13.110 13.408 7.313  0.00
H 15.189 12.206 6.517  0.00
H 16.350 10.652 8.134  0.00
H 15.468 10.469 10.437  0.01
O 16.106 12.202 12.111  0.12
C 16.550 11.216 12.794  -0.01
O 15.698 10.430 13.371  0.03
C 17.989 11.002 12.891  0.04
C 18.534 9.879 13.527  0.09
C 19.913 9.665 13.558  -0.01
C 20.694 10.627 12.946  0.22
O 22.052 10.646 12.822  0.16
C 22.380 11.843 12.107  -0.01
O 21.157 12.524 11.812  0.16
C 20.151 11.748 12.333  0.23
C 18.799 11.969 12.272  -0.01
H 17.845 9.160 14.000  -0.01
H 20.346 8.777 14.021  0.00
H 22.857 11.560 11.157  0.02
H 22.983 12.488 12.760  0.02
H 18.355 12.836 11.772  0.01

No. 3
Density functional theory data (the ωB97M-V functional and the def2-TZVPD basis) for C58H42BCl2F2N6O3STa as an isolated structure.

Properties
Total charge   0
HOMO level   -6.733 eV
Orbital gap   0.1918 Ha
Maximum force   1.7 eV Å⁻¹

Last column: Mulliken charge in e.
Positions of all 116 atoms, in Å:
Ta -0.125 -0.354 -0.774  -0.30
C -1.780 6.900 0.007  -0.50
C -1.613 6.011 1.058  -1.23
C -1.643 4.647 0.836  0.05
C -1.861 4.131 -0.450  0.53
C -1.934 5.042 -1.511  -0.51
C -1.915 6.407 -1.282  -1.17
C -1.847 2.673 -0.653  0.12
C -2.099 1.805 0.449  0.41
C -2.929 2.092 1.557  -1.79
C -2.946 0.974 2.345  -1.06
C -2.102 0.018 1.728  -0.07
C -1.771 -1.228 2.283  1.57
C -2.391 -1.600 3.589  -0.60
C -1.661 -1.580 4.771  0.25
C -2.243 -1.975 5.967  -0.89
C -3.559 -2.412 5.985  -0.48
C -4.294 -2.440 4.808  -0.83
C -3.715 -2.031 3.617  -0.10
C -0.972 -2.171 1.680  0.22
N -0.458 -2.086 0.392  -0.05
C 0.105 -3.322 0.122  0.46
C 0.550 -3.754 -1.109  1.03
C 1.268 -5.058 -1.181  -0.68
C 2.643 -5.079 -0.960  0.01
C 3.339 -6.279 -1.007  -0.83
C 2.667 -7.465 -1.268  -0.37
C 1.297 -7.448 -1.487  -0.84
C 0.600 -6.248 -1.445  0.23
C 0.324 -3.048 -2.295  0.97
C 0.550 -3.564 -3.606  -1.82
C 0.006 -2.679 -4.482  -1.24
C -0.546 -1.602 -3.722  -0.40
N -0.287 -1.824 -2.373  -0.13
C -1.253 -0.539 -4.261  2.25
C -1.724 0.571 -3.540  -0.37
C -2.645 1.540 -4.025  -1.39
C -2.794 2.476 -3.038  -1.67
C -1.970 2.065 -1.955  0.52
N -1.358 0.902 -2.256  0.93
C -1.557 -0.563 -5.715  -0.08
C -2.291 -1.603 -6.281  -0.15
C -2.601 -1.588 -7.633  -0.83
C -2.173 -0.542 -8.436  -0.46
C -1.434 0.494 -7.882  -0.87
C -1.131 0.486 -6.530  -0.27
C 0.038 -4.146 1.297  -1.74
C -0.641 -3.454 2.238  -1.66
N -1.619 0.526 0.541  0.38
H -1.774 7.968 0.185  0.41
H -1.435 6.382 2.060  0.43
H -1.435 3.967 1.651  0.43
H -1.975 4.691 -2.529  0.65
H -1.989 7.088 -2.119  0.41
H -3.476 3.009 1.696  0.72
H -3.472 0.835 3.274  0.64
H -0.629 -1.259 4.752  0.72
H -1.666 -1.949 6.883  0.45
H -4.010 -2.733 6.915  0.39
H -5.319 -2.789 4.818  0.40
H -4.280 -2.048 2.693  0.49
H 3.155 -4.147 -0.755  0.60
H 4.408 -6.290 -0.836  0.41
H 3.207 -8.402 -1.300  0.37
H 0.767 -8.370 -1.688  0.39
H -0.470 -6.231 -1.616  0.50
H 1.052 -4.494 -3.814  0.61
H -0.026 -2.750 -5.556  0.67
H -3.141 1.517 -4.980  0.66
H -3.492 3.296 -3.034  0.83
H -2.641 -2.412 -5.651  0.49
H -3.184 -2.394 -8.060  0.40
H -2.413 -0.534 -9.491  0.39
H -1.095 1.313 -8.503  0.40
H -0.558 1.293 -6.092  0.55
H 0.426 -5.150 1.351  0.59
H -0.914 -3.780 3.228  0.61
Cl 1.509 0.348 -2.808  0.00
C 2.198 1.923 -2.626  0.75
C 3.143 2.356 -3.533  -0.66
C 3.694 3.616 -3.375  -0.60
C 3.296 4.421 -2.319  -0.67
C 2.336 3.974 -1.429  -0.08
Cl 1.832 5.002 -0.142  -0.19
C 1.758 2.698 -1.555  -0.54
S 0.610 2.137 -0.378  0.96
H 3.446 1.719 -4.354  0.52
H 4.437 3.971 -4.075  0.39
H 3.730 5.401 -2.178  0.47
F 2.346 -1.753 -0.827  -0.02
B 1.968 -0.738 0.070  1.47
F 2.874 0.317 -0.082  -0.03
C 0.232 1.786 6.187  -1.18
C 1.679 2.043 5.766  -1.34
C 2.147 1.349 4.470  2.84
C 3.471 2.065 4.035  -1.23
C 4.346 1.396 2.974  -1.16
C 2.463 -0.108 4.752  -0.50
O 2.858 -0.536 5.810  -0.68
N 2.306 -0.959 3.668  0.25
C 1.850 -0.511 2.451  -0.43
O 2.120 -1.292 1.455  -1.08
N 1.197 0.591 2.302  1.37
C 1.153 1.520 3.315  -1.09
O 0.431 2.493 3.248  -0.61
H 0.034 2.307 7.125  0.47
H 0.048 0.722 6.347  0.22
H -0.466 2.157 5.442  0.21
H 2.339 1.692 6.561  0.50
H 1.832 3.116 5.639  0.43
H 4.064 2.199 4.943  0.44
H 3.181 3.055 3.675  0.42
H 4.731 0.433 3.315  0.26
H 5.206 2.034 2.769  0.55
H 3.821 1.257 2.030  0.09
H 2.655 -1.904 3.737  0.28

No. 4
Density functional theory data (the ωB97M-V functional and the def2-TZVPD basis) for C58H42IKN4O4 as an isolated structure.

Properties
Total charge   -2
HOMO level (alpha / beta)   -0.261 / 0.022 eV
Orbital gap (alpha / beta)   0.1384 / 0.1280 Ha
Maximum force   0.7 eV Å⁻¹

Last column: Mulliken charge in e.
Positions of all 110 atoms, in Å:
K 0.962 0.348 0.043  0.69
C 8.866 2.995 -3.266  -0.82
O 7.631 3.224 -3.891  -0.48
C 6.584 2.400 -3.508  1.07
C 6.697 1.359 -2.593  -0.41
C 5.586 0.589 -2.279  -0.94
C 4.323 0.818 -2.856  0.43
C 4.246 1.892 -3.770  -0.57
C 5.349 2.659 -4.091  -0.81
C 3.186 -0.007 -2.523  0.49
C 3.155 -0.848 -1.367  -0.09
C 2.307 -1.995 -1.249  -0.54
C 2.277 -2.333 0.078  -0.19
C 3.106 -1.388 0.756  -0.22
N 3.688 -0.533 -0.137  -0.45
C 3.093 -1.198 2.190  0.25
C 1.791 -1.068 2.828  0.15
C 1.454 -0.566 4.127  -1.43
C 0.106 -0.252 4.093  -1.26
C -0.351 -0.581 2.785  -0.01
C -1.649 -0.243 2.232  0.17
C -2.632 0.112 3.310  -0.76
C -3.158 1.392 3.443  0.25
C -4.073 1.691 4.440  -1.09
C -4.482 0.704 5.325  1.16
O -5.400 1.084 6.278  -0.47
C -5.791 0.106 7.210  -0.85
C -3.966 -0.583 5.214  -0.70
C -3.042 -0.861 4.213  -0.15
C -2.166 -0.211 0.963  -0.43
N -1.519 -0.669 -0.316  1.37
C -2.175 -0.025 -1.504  -1.06
C -1.647 0.284 -2.721  -0.24
C -2.650 0.633 -3.784  -1.03
C -3.081 -0.359 -4.671  0.44
C -4.003 -0.083 -5.660  -0.88
C -4.515 1.207 -5.789  1.05
O -5.434 1.392 -6.796  -0.48
C -5.974 2.684 -6.930  -0.85
C -4.092 2.206 -4.928  -0.88
C -3.157 1.907 -3.934  0.12
C -0.293 0.307 -3.240  -0.31
C 0.127 0.418 -4.592  -0.54
C 1.517 0.309 -4.575  -1.48
C 1.894 0.141 -3.219  -0.33
N 0.787 0.153 -2.449  0.22
C -3.670 -0.243 -1.350  0.07
C -3.669 -0.365 0.769  0.01
N 0.668 -1.104 2.065  -0.34
C 4.325 -0.917 2.927  -0.30
C 4.480 -1.294 4.266  -0.71
C 5.655 -1.058 4.976  -0.57
C 6.722 -0.435 4.346  1.20
O 7.931 -0.152 4.960  -0.48
C 8.018 -0.433 6.331  -0.84
C 6.606 -0.068 3.010  -0.71
C 5.437 -0.306 2.313  -0.47
H 9.559 3.735 -3.664  0.23
H 9.250 1.992 -3.481  0.31
H 8.799 3.114 -2.179  0.33
H 7.640 1.133 -2.113  0.34
H 5.682 -0.209 -1.555  0.34
H 3.289 2.124 -4.219  0.50
H 5.267 3.483 -4.791  0.38
H 1.739 -2.431 -2.057  0.43
H 1.681 -3.093 0.558  0.42
H 2.120 -0.390 4.956  0.37
H -0.470 0.192 4.892  0.37
H -2.848 2.162 2.749  0.50
H -4.482 2.688 4.545  0.40
H -6.485 0.591 7.894  0.24
H -4.935 -0.275 7.775  0.33
H -6.296 -0.736 6.725  0.32
H -4.265 -1.373 5.889  0.35
H -2.625 -1.857 4.126  0.51
H -2.677 -1.359 -4.565  0.51
H -4.341 -0.852 -6.344  0.40
H -6.680 2.640 -7.757  0.24
H -5.198 3.423 -7.158  0.32
H -6.502 2.996 -6.024  0.33
H -4.469 3.216 -5.008  0.39
H -2.831 2.688 -3.261  0.57
H -0.497 0.545 -5.466  0.52
H 2.173 0.322 -5.435  0.61
H -4.227 -0.336 -2.277  0.73
H -4.228 -0.566 1.677  0.71
H 3.673 -1.819 4.758  0.54
H 5.720 -1.383 6.006  0.31
H 8.998 -0.087 6.659  0.24
H 7.935 -1.507 6.535  0.31
H 7.242 0.089 6.900  0.34
H 7.448 0.415 2.529  0.41
H 5.346 -0.016 1.274  0.76
I -3.860 2.666 -0.134  -0.08
C -4.358 0.567 -0.241  0.98
C -5.853 0.394 -0.246  -0.93
C -6.517 -0.772 -0.316  -0.93
C -6.014 -2.142 -0.404  -0.52
C -4.717 -2.496 -0.425  -0.78
C -4.244 -3.878 -0.508  -1.29
C -2.932 -4.182 -0.525  -0.71
C -1.857 -3.185 -0.469  -1.29
C -2.233 -1.916 -0.395  -0.73
C -3.656 -1.467 -0.362  2.80
H -6.447 1.297 -0.185  0.38
H -7.599 -0.685 -0.306  0.34
H -6.760 -2.931 -0.454  0.39
H -4.981 -4.672 -0.554  0.38
H -2.648 -5.226 -0.586  0.41
H -0.814 -3.470 -0.483  0.64